(A)
Here is a 2-piece molecular cluster, C3H10NO2 overall from OMol25. Energies are from wB97M-V/def2-TZVPD.

E_LUMO, eV: 3.87
Orbital gap, hartree: 0.242

```
! RIJCOSX wB97M-V def2-TZVPD def2/J DEFGRID3
* xyz -1 1
N -1.24168 -1.41816 -0.05856
C -2.10934 -0.87943 1.07445
O -2.74324 -1.80132 1.73985
H -1.84147 -1.43980 -0.87089
H -1.16712 -2.41924 0.22123
H -1.35433 -0.30332 1.69922
H -2.73998 -0.08305 0.56155
C 1.42955 0.48796 -0.90511
O 1.37355 -0.48594 0.18395
C 1.74518 1.87485 -0.30526
H 2.29947 0.24996 -1.54672
H 0.53899 0.44198 -1.56381
H 0.41506 -0.81472 0.23446
H 2.80803 1.95753 -0.03758
H 1.45529 2.67153 -1.03924
H 1.13204 1.96117 0.61246
*
```

Atom charges from the natural (NBO) analysis, given in e for atoms 1 to 8: atom 1 (N): -0.94, atom 2 (C): 0.15, atom 3 (O): -0.92, atom 4 (H): 0.34, atom 5 (H): 0.36, atom 6 (H): 0.05, atom 7 (H): 0.04, atom 8 (C): -0.07

(B)
Here is a 2-piece molecular cluster, C3H10NO2 overall from OMol25. Energies are from wB97M-V/def2-TZVPD.

E_LUMO, eV: 4.22
Orbital gap, hartree: 0.257

```
! RIJCOSX wB97M-V def2-TZVPD def2/J DEFGRID3
* xyz -1 1
C -0.54115 1.25383 0.64535
O 0.27391 0.13471 1.09407
C 0.05816 2.56568 1.10374
H -0.57894 1.21997 -0.48949
H -1.53191 1.12069 1.08145
H 0.13721 -0.56565 0.47728
H 1.07975 2.63560 0.63185
H -0.57321 3.37613 0.66333
H 0.16422 2.75462 2.17704
N 0.00738 -2.50150 -0.25316
C 0.41686 -1.62491 -1.41663
O -0.42681 -0.61157 -1.64997
H -1.00457 -2.73758 -0.35009
H 0.52598 -3.41941 -0.30221
H 1.43640 -1.28252 -1.10965
H 0.55672 -2.31809 -2.30292
*
```

Atom charges from the natural (NBO) analysis, given in e for atoms 1 to 8: atom 1 (C): -0.09, atom 2 (O): -0.78, atom 3 (C): -0.62, atom 4 (H): 0.24, atom 5 (H): 0.13, atom 6 (H): 0.51, atom 7 (H): 0.20, atom 8 (H): 0.19

(C)
Here is a 3-piece molecular cluster, C3H10NO2 overall from OMol25. Energies are from wB97M-V/def2-TZVPD.

E_LUMO, eV: 0.36
Orbital gap, hartree: 0.151

```
! RIJCOSX wB97M-V def2-TZVPD def2/J DEFGRID3
* xyz -1 1
C -0.73742 -1.48783 -0.65373
N -1.33132 -0.21055 -0.19865
C -0.44635 0.96218 0.16590
C 0.98676 0.77101 0.54212
O -1.63829 0.45377 2.79689
H -1.36574 -2.20427 -1.23567
H -0.29218 -2.10821 0.20260
H 0.12777 -1.09652 -1.46041
H 1.41977 1.51724 1.18573
H -1.03038 1.17556 1.18018
H -0.52769 1.88693 -0.48833
H 1.54539 0.32588 -0.35442
H 0.87550 -0.08669 1.39152
H -1.69162 -0.16275 0.87788
H 2.22786 0.52744 -2.14929
O 1.87794 -0.26319 -1.80232
*
```

Atom charges from the natural (NBO) analysis, given in e for atoms 1 to 8: atom 1 (C): -0.49, atom 2 (N): -0.67, atom 3 (C): -0.10, atom 4 (C): -0.70, atom 5 (O): -0.48, atom 6 (H): 0.18, atom 7 (H): 0.17, atom 8 (H): 0.30

Most stable structure: (A)

(A)
Here is a 2-piece molecular cluster, C2H5NO overall from OMol25. Energies are from wB97M-V/def2-TZVPD.

E_LUMO, eV: -0.21
Orbital gap, hartree: 0.345
Structure (SMILES): C=C.N=O

```
! RIJCOSX wB97M-V def2-TZVPD def2/J DEFGRID3
* xyz 0 1
C 0.93293 -0.44138 0.12997
C 2.11810 0.10548 -0.09852
H 0.00743 0.11908 0.45680
H 0.71412 -1.49151 -0.13307
H 2.26970 1.18278 0.08581
H 2.99040 -0.47674 -0.47157
N -2.66609 0.13580 -0.25132
O -3.71301 -0.30616 0.04634
H -2.65358 1.17264 0.23556
*
```

Atom charges from the natural (NBO) analysis, given in e for atoms 1 to 8: atom 1 (C): -0.39, atom 2 (C): -0.40, atom 3 (H): 0.19, atom 4 (H): 0.19, atom 5 (H): 0.19, atom 6 (H): 0.20, atom 7 (N): 0.02, atom 8 (O): -0.24

(B)
Here is one molecule with the formula C2H5NO from OMol25. Energies are from wB97M-V/def2-TZVPD.

E_LUMO, eV: 0.90
Orbital gap, hartree: 0.400
Structure (SMILES): C/C=N\O

```
! RIJCOSX wB97M-V def2-TZVPD def2/J DEFGRID3
* xyz 0 1
C -0.95909 0.84450 0.63111
C -0.76775 -0.12398 -0.55983
N 0.33907 -0.71598 -0.62435
O 1.26715 -0.20495 0.29397
H -1.18417 0.18364 1.53854
H 0.13001 1.39269 0.72196
H -1.75678 1.82094 0.42935
H -1.53341 -0.46445 -1.21848
H 2.19471 -0.60445 0.11958
*
```

Atom charges from the natural (NBO) analysis, given in e for atoms 1 to 8: atom 1 (C): -0.72, atom 2 (C): 0.03, atom 3 (N): -0.13, atom 4 (O): -0.60, atom 5 (H): 0.24, atom 6 (H): 0.26, atom 7 (H): 0.22, atom 8 (H): 0.20

Most stable structure: (B)

(A)
Here is C10H30O5 as an isolated structure from OMol25. Energies are from wB97M-V/def2-TZVPD.

E_LUMO, eV: 0.30
Orbital gap, hartree: 0.350

```
! RIJCOSX wB97M-V def2-TZVPD def2/J DEFGRID3
* xyz 0 1
C 1.65459 -1.48015 -2.65078
C 1.19024 -0.04361 -2.83390
O 1.34548 0.50679 -4.15009
H 2.74221 -1.50122 -2.71961
H 1.17806 -2.02429 -3.46622
H 1.31117 -1.85658 -1.68721
H 1.76732 0.54253 -2.11869
H 0.13372 -0.06051 -2.56635
H 1.02069 1.41003 -4.16670
C -0.14928 2.62747 0.94757
C 0.90855 2.48464 -0.02962
O 2.15729 2.89401 0.48758
H -1.15995 2.44622 0.58180
H -0.25516 3.70159 1.09972
H -0.03022 2.06869 1.87584
H 0.66770 3.05621 -0.92594
H 0.82336 1.44411 -0.34285
H 2.76977 3.14568 -0.20750
C 2.82937 0.28697 -0.28245
C 2.22275 -1.10553 0.03471
O 3.23967 -2.03935 -0.31471
H 3.65524 0.51619 0.39097
H 2.25402 1.20158 -0.13902
H 3.33860 0.43651 -1.23451
H 1.29945 -1.37705 -0.47704
H 2.00807 -1.21967 1.09725
H 2.74148 -2.85838 -0.36560
C -0.92424 -1.51769 -0.74816
C -0.71702 -0.37227 0.24737
O -1.12474 -0.68564 1.55556
H -0.12135 -2.21722 -0.51552
H -0.80585 -1.24925 -1.79794
H -1.90574 -1.98581 -0.67316
H -1.41712 0.41361 -0.03609
H 0.26086 0.10800 0.28148
H -2.08349 -0.72694 1.58135
C -4.16284 -0.08161 3.32811
C -3.13381 -0.99032 2.60242
O -3.03930 -0.55921 1.22255
H -5.18199 -0.39538 3.10232
H -4.19569 0.96936 3.04092
H -3.92923 -0.10532 4.39252
H -3.24948 -2.05670 2.79624
H -2.16510 -0.84370 3.08014
H -3.76808 -0.90681 0.70327
*
```

Atom charges from the natural (NBO) analysis, given in e for atoms 1 to 8: atom 1 (C): -0.63, atom 2 (C): -0.08, atom 3 (O): -0.73, atom 4 (H): 0.23, atom 5 (H): 0.21, atom 6 (H): 0.20, atom 7 (H): 0.18, atom 8 (H): 0.14

(B)
Here is a 5-piece molecular cluster, C10H30O5 overall from OMol25. Energies are from wB97M-V/def2-TZVPD.

E_LUMO, eV: 0.53
Orbital gap, hartree: 0.384
Structure (SMILES): CCO.CCO.CCO.CCO.CCO

```
! RIJCOSX wB97M-V def2-TZVPD def2/J DEFGRID3
* xyz 0 1
C 33.56350 7.16094 -1.36701
C 32.12518 6.72633 -1.72688
O 32.03819 6.82372 -3.16877
H 33.54944 8.24699 -1.45878
H 34.26636 6.67506 -2.04379
H 33.72820 6.97382 -0.30590
H 31.28368 7.28417 -1.31605
H 31.92807 5.71309 -1.37672
H 31.15917 6.95183 -3.53279
C 38.67575 6.32135 5.98183
C 39.04392 4.86657 5.53117
O 37.83523 4.33249 4.96022
H 37.78759 6.35038 6.61305
H 38.65471 7.06394 5.18420
H 39.51456 6.71915 6.55301
H 39.43668 4.15749 6.25991
H 39.77651 5.01927 4.73865
H 38.00497 4.30715 4.01568
C 30.71566 1.59642 -1.91471
C 30.14716 0.17461 -1.79337
O 30.12253 -0.36309 -3.05388
H 30.95460 1.79924 -2.95868
H 31.56554 1.68041 -1.23740
H 29.93679 2.30012 -1.62098
H 29.11347 0.26575 -1.45981
H 30.72768 -0.53010 -1.19799
H 29.35910 -0.90272 -3.27201
C 36.58580 1.82161 9.18835
C 37.33378 3.00320 9.63779
O 37.14630 3.13835 11.02519
H 36.45565 1.84625 8.10643
H 35.57015 1.91983 9.57164
H 37.04642 0.90577 9.55872
H 37.14984 3.91307 9.06647
H 38.39358 3.04747 9.38688
H 37.61257 3.92338 11.32171
C 32.68828 3.77122 2.68955
C 32.94833 3.23593 4.10261
O 33.79625 4.09570 4.77692
H 31.87049 3.18270 2.27368
H 33.61297 3.78851 2.11272
H 32.45694 4.83084 2.79832
H 33.36590 2.22908 4.10710
H 31.99870 3.29503 4.63440
H 34.70636 3.81907 4.64737
*
```

Atom charges from the natural (NBO) analysis, given in e for atoms 1 to 8: atom 1 (C): -0.63, atom 2 (C): -0.05, atom 3 (O): -0.75, atom 4 (H): 0.21, atom 5 (H): 0.23, atom 6 (H): 0.21, atom 7 (H): 0.16, atom 8 (H): 0.15

(C)
Here is a 5-piece molecular cluster, C10H30O5 overall from OMol25. Energies are from wB97M-V/def2-TZVPD.

E_LUMO, eV: 0.50
Orbital gap, hartree: 0.372
Structure (SMILES): CCO.CCO.CCO.CCO.CCO

```
! RIJCOSX wB97M-V def2-TZVPD def2/J DEFGRID3
* xyz 0 1
C -22.01223 5.47253 -12.68139
C -22.46056 5.69307 -14.10590
O -23.71712 6.34723 -14.06357
H -21.78005 6.40621 -12.17375
H -21.16550 4.79053 -12.59382
H -22.83736 4.96212 -12.17615
H -22.50421 4.72319 -14.61864
H -21.71501 6.28735 -14.65168
H -23.98730 6.54694 -14.96335
C -18.58132 1.40776 -15.92346
C -18.13015 0.54899 -14.76885
O -17.78456 1.36948 -13.66371
H -17.79173 2.10314 -16.20881
H -19.44906 1.99420 -15.60870
H -18.87788 0.78559 -16.76403
H -17.26368 -0.05897 -15.07316
H -18.88449 -0.21626 -14.53997
H -17.44669 0.79971 -12.96759
C -18.18221 6.27891 -14.47710
C -18.36656 4.83892 -14.13796
O -17.13190 4.13656 -14.35781
H -17.48393 6.82224 -13.82870
H -19.10342 6.84854 -14.31927
H -17.82296 6.44073 -15.49293
H -19.08401 4.41618 -14.85441
H -18.73758 4.65304 -13.12853
H -17.32461 3.18967 -14.34211
C -14.84029 6.04363 -18.28031
C -15.75238 5.03343 -17.60098
O -15.25062 4.75200 -16.30859
H -14.76262 6.94467 -17.66974
H -15.17425 6.31885 -19.28023
H -13.82522 5.64042 -18.34518
H -15.81096 4.11031 -18.18586
H -16.74152 5.50888 -17.54214
H -16.00307 4.67038 -15.70430
C -16.75490 6.34995 -10.46290
C -17.96591 7.26690 -10.33859
O -17.62149 8.53056 -9.79349
H -15.82687 6.91896 -10.42120
H -16.75214 5.81520 -11.41617
H -16.72226 5.58927 -9.68017
H -18.77446 6.81745 -9.74847
H -18.41699 7.44545 -11.31583
H -17.09054 8.37248 -9.00718
*
```

Atom charges from the natural (NBO) analysis, given in e for atoms 1 to 8: atom 1 (C): -0.63, atom 2 (C): -0.06, atom 3 (O): -0.72, atom 4 (H): 0.21, atom 5 (H): 0.21, atom 6 (H): 0.22, atom 7 (H): 0.15, atom 8 (H): 0.15

Most stable structure: (C)